(1)
80
Properties=species:S:1:pos:R:3:lowdin_charge:R:1 method="wB97M-V/def2-TZVPD" lumo_energy_ha="0.01305 / 0.01304" spin_multiplicity=2 orbital_gap_ev="7.41 / 6.84" charge=0
Cr -0.276 0.268 0.316 0.822
O 3.024 -1.591 -1.999 0.068
C 2.791 -0.899 -3.133 -0.258
C 3.483 -1.270 -4.284 -0.018
C 3.287 -0.590 -5.471 -0.089
C 2.388 0.469 -5.540 -0.100
C 1.699 0.847 -4.404 -0.034
C 1.888 0.180 -3.193 -0.076
C 1.113 0.570 -2.006 -0.393
O 1.014 -0.273 -1.015 -0.158
N 0.503 1.723 -1.976 0.102
N -0.218 1.838 -0.802 -0.090
C -0.923 2.921 -0.668 -0.051
C -1.767 3.206 0.449 -0.141
C -2.449 4.436 0.474 -0.057
C -3.297 4.774 1.500 -0.109
C -3.491 3.867 2.548 -0.093
C -2.845 2.653 2.553 -0.010
C -1.969 2.277 1.514 -0.312
O -1.405 1.103 1.525 -0.135
H 2.370 -1.283 -1.334 0.080
H 4.167 -2.107 -4.229 0.115
H 3.833 -0.896 -6.354 0.101
H 2.230 0.988 -6.475 0.096
H 0.990 1.663 -4.420 0.106
H -0.870 3.653 -1.470 0.128
H -2.290 5.123 -0.351 0.108
H -3.818 5.723 1.492 0.095
H -4.161 4.122 3.359 0.099
H -3.003 1.945 3.357 0.114
C -4.225 0.481 -3.772 -0.044
N -4.264 0.258 -2.341 -0.143
C -5.224 1.062 -1.599 -0.024
C -3.378 -0.506 -1.669 -0.424
O -3.417 -0.683 -0.462 0.076
C -2.286 -1.206 -2.479 -0.094
O -1.252 -1.698 -1.649 -0.119
C -1.553 -2.804 -0.838 -0.101
C -1.031 -2.612 0.589 -0.330
O -0.601 -1.549 1.036 -0.005
N -1.079 -3.696 1.386 -0.123
C -0.548 -3.570 2.737 -0.011
C -1.259 -5.047 0.887 -0.037
H -5.248 0.548 -4.142 0.092
H -3.705 1.412 -4.017 0.100
H -3.733 -0.341 -4.286 0.082
H -6.245 0.786 -1.872 0.091
H -5.078 0.897 -0.537 0.087
H -5.066 2.123 -1.805 0.095
H -2.734 -2.020 -3.063 0.141
H -1.787 -0.511 -3.155 0.137
H -2.631 -2.978 -0.795 0.142
H -1.060 -3.681 -1.266 0.136
H -0.655 -2.541 3.066 0.097
H -1.109 -4.226 3.401 0.091
H 0.512 -3.835 2.770 0.102
H -2.020 -5.090 0.112 0.086
H -0.324 -5.453 0.489 0.105
H -1.586 -5.679 1.710 0.091
C 3.333 1.864 3.983 -0.009
C 3.221 1.111 2.666 -0.466
C 4.403 1.470 1.767 -0.008
O 2.026 1.540 1.983 0.117
B 1.393 0.451 1.451 -0.528
O 2.016 -0.726 1.814 0.083
C 3.014 -0.437 2.811 -0.468
C 4.250 -1.283 2.546 -0.007
C 2.404 -0.832 4.157 -0.009
H 3.543 2.913 3.775 0.091
H 4.144 1.458 4.590 0.092
H 2.401 1.813 4.543 0.088
H 4.392 2.545 1.589 0.094
H 4.316 0.968 0.803 0.096
H 5.348 1.199 2.237 0.090
H 4.603 -1.164 1.524 0.087
H 3.997 -2.333 2.693 0.088
H 5.050 -1.014 3.237 0.093
H 1.499 -0.253 4.342 0.098
H 3.109 -0.686 4.976 0.089
H 2.123 -1.885 4.113 0.083

(2)
84
Properties=species:S:1:pos:R:3:lowdin_charge:R:1 method="wB97M-V/def2-TZVPD" lumo_energy_ha=0.07801 spin_multiplicity=1 orbital_gap_ev=7.49 charge=-1 e_above_lowest_kj_mol=0.0
Sr 0.581 -0.375 1.455 1.495
O -1.201 -2.622 -0.812 -0.084
C -2.461 -2.593 -0.147 -0.237
C -2.873 -1.207 0.319 -0.181
N -2.070 -0.666 1.415 -0.218
C -2.513 0.694 1.747 -0.118
C -1.598 1.265 2.830 -0.647
O -2.087 1.731 3.872 -0.016
O -0.340 1.240 2.588 -0.268
C -2.104 -1.525 2.618 -0.092
C -0.847 -2.342 2.796 -0.640
O -0.641 -2.899 3.899 -0.021
O -0.030 -2.459 1.786 -0.281
H -0.527 -2.610 -0.097 0.049
H -2.500 -3.319 0.682 0.118
H -3.243 -2.908 -0.863 0.117
H -3.934 -1.227 0.647 0.130
H -2.806 -0.467 -0.493 0.081
H -3.547 0.690 2.128 0.130
H -2.434 1.299 0.828 0.072
H -2.975 -2.206 2.602 0.143
H -2.241 -0.876 3.490 0.115
C -3.108 1.148 -4.861 -0.119
C -2.695 -0.325 -4.743 -0.224
C -2.179 -0.643 -3.348 -0.214
N -0.833 -0.141 -3.129 0.052
C -0.547 0.983 -2.467 -0.835
S -1.658 1.951 -1.715 0.720
N 0.784 1.352 -2.426 0.106
C 1.765 1.130 -3.408 -0.366
O 2.959 1.344 -3.139 0.093
C 1.294 0.748 -4.750 -0.170
C 0.395 1.573 -5.419 -0.037
C 0.005 1.275 -6.716 -0.080
C 0.518 0.145 -7.361 -0.086
C 1.421 -0.678 -6.697 -0.066
C 1.824 -0.374 -5.391 -0.011
H -3.502 1.370 -5.860 0.068
H -2.277 1.826 -4.648 0.034
H -3.896 1.400 -4.145 0.070
H -1.952 -0.584 -5.506 0.096
H -3.553 -0.986 -4.932 0.107
H -2.158 -1.720 -3.157 0.119
H -2.813 -0.188 -2.582 0.069
H -0.086 -0.774 -3.358 0.145
H 1.097 1.803 -1.567 0.142
H -0.003 2.466 -4.939 0.126
H -0.690 1.926 -7.234 0.106
H 0.193 -0.100 -8.366 0.100
H 1.820 -1.548 -7.202 0.102
H 2.550 -1.001 -4.881 0.069
C -0.076 3.408 5.581 -0.078
C 0.706 2.277 6.234 -0.234
N 1.298 1.392 5.249 -0.001
C 1.058 0.123 4.880 -0.811
S 2.219 -0.540 3.815 0.600
N 0.122 -0.687 5.367 0.023
C -1.075 -0.386 6.148 -0.237
C -0.866 -0.660 7.620 -0.089
H -0.501 4.036 6.364 0.065
H -0.888 3.024 4.942 0.050
H 0.592 4.033 4.980 0.075
H 0.105 1.681 6.925 0.083
H 1.555 2.648 6.839 0.116
H 1.993 1.804 4.641 0.110
H 0.189 -1.635 4.983 0.081
H -1.824 -1.069 5.737 0.113
H -1.433 0.621 5.914 0.100
H -0.646 -1.717 7.787 0.077
H -1.769 -0.394 8.174 0.072
H -0.038 -0.084 8.042 0.064
Br 5.253 -2.136 -4.480 0.746
C 5.088 -1.245 -2.839 -0.669
C 6.224 -0.621 -2.254 -0.183
N 6.150 -0.020 -1.084 0.064
C 4.982 0.069 -0.448 -0.047
C 3.799 -0.482 -0.968 -0.126
C 3.879 -1.192 -2.178 -0.068
C 2.516 -0.259 -0.333 -0.616
O 2.454 0.664 0.586 -0.211
O 1.478 -0.941 -0.717 -0.164
H 7.188 -0.643 -2.750 0.096
H 4.967 0.614 0.493 0.127
H 3.014 -1.684 -2.593 0.109

(3)
86
Properties=species:S:1:pos:R:3:lowdin_charge:R:1 method="wB97M-V/def2-TZVPD" lumo_energy_ha=-0.09794 spin_multiplicity=1 orbital_gap_ev=5.78 charge=0
C 6.618 0.684 -0.547 0.201
C 5.548 0.161 -0.410 -0.086
C 4.230 -0.380 -0.358 -0.100
C 3.886 -1.121 0.766 0.008
C 4.913 -1.268 1.839 -0.440
O 5.224 -0.389 2.565 0.217
O 5.446 -2.530 1.827 0.107
F 6.022 -2.757 3.085 0.033
C 2.638 -1.699 0.871 -0.049
C 2.336 -2.518 2.097 -0.157
C 1.423 -1.780 3.096 -0.746
C 2.139 -0.700 3.871 -0.097
Cl 0.737 -2.968 4.207 0.711
C 1.717 -1.467 -0.165 -0.153
C 0.377 -2.126 -0.055 -0.628
I -1.168 -0.710 0.395 1.274
C -0.009 -3.094 -1.192 -0.272
C 1.193 -3.729 -1.886 -0.075
N 2.059 -0.691 -1.229 0.098
C 1.038 -0.406 -2.268 -0.126
C 0.735 1.095 -2.478 -0.196
C -0.761 1.421 -2.381 -0.260
C -1.126 2.691 -3.138 -0.204
C -2.400 3.327 -2.559 -0.205
C -3.517 2.341 -2.232 -0.231
C -4.891 2.988 -2.117 -0.212
C -5.957 1.911 -1.841 -0.262
C -6.660 1.440 -3.104 -0.117
C 3.319 -0.181 -1.379 -0.144
C 3.842 0.571 -2.571 -0.625
I 3.780 2.717 -2.315 0.984
C 3.452 0.127 -3.988 -0.301
C 4.672 0.178 -4.913 -0.088
H 7.658 0.878 -0.624 0.060
H 3.236 -2.838 2.606 0.117
H 1.819 -3.428 1.814 0.106
H 0.623 -1.302 2.546 0.032
H 2.556 0.068 3.222 0.084
H 1.434 -0.259 4.566 0.080
H 2.949 -1.108 4.471 0.086
H 0.346 -2.732 0.830 0.055
H -0.598 -3.899 -0.766 0.118
H -0.642 -2.616 -1.931 0.086
H 1.919 -4.125 -1.178 0.085
H 1.697 -3.045 -2.563 0.059
H 0.848 -4.567 -2.482 0.083
H 0.099 -0.856 -1.999 0.036
H 1.336 -0.880 -3.192 0.114
H 1.210 1.619 -1.658 0.066
H 1.093 1.429 -3.443 0.080
H -1.372 0.594 -2.729 0.106
H -0.968 1.614 -1.338 0.046
H -0.336 3.431 -3.023 0.110
H -1.247 2.512 -4.206 0.115
H -2.756 4.125 -3.208 0.109
H -2.083 3.820 -1.640 0.117
H -3.545 1.532 -2.962 0.116
H -3.295 1.907 -1.259 0.104
H -5.104 3.493 -3.058 0.109
H -4.904 3.679 -1.281 0.112
H -5.433 1.044 -1.439 0.097
H -6.658 2.218 -1.071 0.104
H -5.951 1.122 -3.863 0.068
H -7.263 0.567 -2.864 0.067
H -7.341 2.193 -3.492 0.070
H 4.908 0.418 -2.545 0.038
H 2.682 0.740 -4.437 0.088
H 3.158 -0.918 -3.942 0.106
H 4.966 1.195 -5.142 0.073
H 5.485 -0.371 -4.445 0.081
H 4.426 -0.370 -5.816 0.080
C -3.164 0.555 8.009 -0.692
F -2.590 0.379 9.198 0.134
F -4.394 0.040 8.054 0.132
F -3.271 1.867 7.782 0.129
S -2.148 -0.264 6.713 0.574
O -2.153 -1.655 7.055 -0.283
O -0.879 0.410 6.751 -0.293
N -3.072 0.129 5.479 -0.295
S -2.639 -0.328 4.042 0.521
O -2.734 -1.734 3.765 -0.309
O -1.479 0.346 3.509 -0.374
C -4.050 0.416 3.121 -0.674
F -4.091 1.740 3.272 0.133
F -5.219 -0.080 3.507 0.143
F -3.922 0.158 1.791 0.030

The lowest charge belongs to which entry? C28H38BrN6O8S2Sr